# C21H25N3O3

C21H25N3O3 in the gas phase in a non-equilibrium geometry (ωB97M-V/def2-TZVPD, OMol25).

Results
Kohn-Sham gap = 9.6 eV
HOMO = -8.96 eV

```
! wB97M-V def2-TZVPD RIJCOSX def2/J DEFGRID3
* xyz 0 1
C -4.97 -1.19 2.44
C -4.10 -1.58 1.53
C -2.76 -0.96 1.33
H -2.60 -0.19 2.09
H -1.98 -1.72 1.44
C -2.59 -0.31 -0.06
N -1.29 0.38 -0.11
C -0.99 1.43 0.67
O -1.67 1.86 1.58
C 0.34 2.04 0.35
N 0.55 2.81 -0.69
O 1.85 3.17 -0.68
C 2.45 2.62 0.39
C 1.54 1.89 1.10
H 1.68 1.34 2.00
C 3.93 2.79 0.56
O 4.52 1.66 1.16
C 4.30 0.44 0.60
C 3.71 0.19 -0.63
N 3.48 -1.03 -1.09
C 3.84 -2.08 -0.37
C 4.47 -1.94 0.86
C 4.70 -0.67 1.36
H 5.17 -0.51 2.31
H 4.77 -2.81 1.42
C 3.53 -3.43 -0.95
H 2.92 -4.00 -0.26
H 4.46 -3.98 -1.12
H 3.01 -3.31 -1.89
H 3.41 0.99 -1.30
H 4.38 3.00 -0.42
H 4.15 3.62 1.23
C -0.44 -0.14 -1.15
C -0.98 -1.55 -1.38
C -2.48 -1.36 -1.18
H -2.97 -2.29 -0.90
H -2.93 -0.99 -2.09
H -0.73 -1.93 -2.37
H -0.57 -2.23 -0.63
H 0.61 -0.15 -0.85
H -0.53 0.47 -2.06
C -3.73 0.70 -0.30
C -3.52 1.52 -1.54
C -3.03 2.74 -1.54
H -2.88 3.30 -2.45
H -2.77 3.24 -0.63
H -3.79 1.04 -2.48
H -4.67 0.14 -0.37
H -3.78 1.37 0.56
H -4.35 -2.41 0.87
H -5.93 -1.67 2.56
H -4.75 -0.37 3.11
*
```